Record 1
Below is a molecular structure, C37H51BrN2NiP2S, with properties calculated with ωB97M-V/def2-TZVPD.

XYZ file:
```
95
Properties=species:S:1:pos:R:3:forces:R:3
N 1.4125 -6.9562 0.8897 -0.04 0.02 0.10
C 2.4920 -6.1699 0.8825 -0.32 0.40 -0.33
C 2.4364 -4.8144 0.5203 -0.75 -0.07 0.19
C 1.1650 -4.2352 0.2444 0.17 -0.90 -0.63
C 0.0546 -5.1101 0.1273 0.69 -0.47 0.58
C 0.2337 -6.4595 0.5065 0.35 0.97 -0.39
C 1.0020 -2.7701 0.3841 -1.66 0.09 1.19
Ni 0.4306 -1.1233 -0.5815 2.63 0.68 -0.31
P -2.0184 2.4830 1.1200 0.29 -1.94 1.23
C -0.3201 -2.2106 0.7244 0.92 -1.80 0.77
C -0.4922 -1.6433 2.0899 -0.37 0.63 0.13
C -1.7881 -1.5588 2.6634 0.70 -0.42 0.06
C -1.9271 -1.2540 4.0171 0.21 0.69 0.09
C -0.8352 -0.7216 4.7364 0.19 -0.91 -1.79
C 0.4418 -0.7364 4.1519 -0.67 -0.04 0.08
C 0.6147 -1.2735 2.8836 -0.46 0.00 -0.09
Br -1.0836 -0.0183 6.4092 -0.14 0.34 1.11
H 1.8948 -2.3649 0.8945 -0.58 0.06 -0.28
H -1.1890 -2.7561 0.3313 0.42 0.01 0.55
H 3.3496 -4.2100 0.5416 -0.43 -0.12 0.10
H -0.9500 -4.7601 -0.1289 0.42 -0.10 0.17
H 3.4305 -6.6288 1.2227 -0.40 0.23 -0.29
H -0.6184 -7.1394 0.5455 0.23 0.13 -0.13
H -2.6667 -1.8371 2.0662 0.40 -0.08 0.32
H 1.6322 -1.4348 2.5368 -0.23 0.23 -0.01
H -2.8816 -1.3747 4.5274 0.11 0.22 -0.22
H 1.2919 -0.3467 4.6958 0.00 -0.13 0.11
P -1.0062 -0.8998 -2.1128 -1.81 -0.29 -1.08
C -1.1174 2.0552 2.6457 0.47 0.95 0.15
C -1.7668 2.7954 3.8304 -0.10 0.23 0.11
H -0.0744 2.3674 2.5159 -0.28 0.14 -0.01
H -1.0908 0.9673 2.7867 -0.26 0.08 -0.28
H -1.1570 2.7464 4.7413 -0.10 -0.12 -0.33
H -1.8890 3.8558 3.5615 0.00 -0.26 0.29
H -2.7564 2.3877 4.0763 0.25 0.06 -0.08
C -3.4747 1.3710 1.2574 -0.86 0.15 -0.59
C -4.7507 2.1642 1.6071 -0.07 0.17 0.06
H -3.2526 0.6191 2.0308 0.23 0.38 -0.15
H -3.6457 0.8242 0.3190 0.08 0.46 0.35
H -5.5991 1.4780 1.7283 0.28 0.18 -0.02
H -4.6266 2.7293 2.5410 -0.12 -0.14 -0.27
H -4.9908 2.8691 0.7997 -0.02 -0.17 0.27
C -0.9107 2.4412 -0.3046 -0.11 -0.05 -0.66
C -0.7012 3.8736 -0.8120 0.20 0.46 -0.04
H -1.3344 1.8025 -1.0882 -0.12 0.23 0.22
H 0.0439 1.9879 -0.0194 -0.33 0.08 0.10
H -0.3832 3.8893 -1.8558 0.00 -0.14 0.11
H -1.6240 4.4521 -0.7324 0.08 0.05 -0.13
H 0.0734 4.3917 -0.2312 -0.25 -0.14 -0.09
C -0.8390 0.4809 -3.3489 0.52 0.02 0.20
C -0.9792 0.1339 -4.8327 -0.03 0.03 -0.23
H 0.1434 0.9477 -3.1507 -0.44 -0.10 -0.13
H -1.6136 1.2160 -3.0899 0.22 -0.06 -0.04
H -0.2287 -0.5857 -5.1880 -0.23 0.17 0.19
H -1.9766 -0.2574 -5.0733 0.27 0.09 0.05
H -0.8452 1.0515 -5.4181 -0.05 -0.19 0.08
C -2.6506 -0.5586 -1.3882 0.09 0.52 0.17
C -3.6305 -1.6796 -1.0728 -0.16 -0.15 -0.05
H -3.1169 0.1884 -2.0443 -0.17 -0.09 0.27
H -2.3468 -0.0661 -0.4556 -0.31 -0.10 -0.26
H -4.0052 -2.1649 -1.9823 0.09 0.12 0.24
H -3.2112 -2.4525 -0.4197 0.00 0.12 -0.15
H -4.4948 -1.2530 -0.5483 0.08 -0.15 -0.12
C -1.3152 -2.4103 -3.0675 0.00 0.03 -0.20
C -0.0206 -3.0515 -3.5385 0.33 -0.40 -0.21
H -1.9692 -2.1137 -3.9014 0.16 -0.32 0.15
H -1.8790 -3.1079 -2.4350 0.13 0.17 -0.09
H -0.2446 -3.8924 -4.2018 0.14 0.09 0.10
H 0.6116 -2.3553 -4.1048 -0.12 -0.10 0.09
H 0.5766 -3.4369 -2.6961 -0.23 0.14 -0.22
N 1.9675 -0.4451 -1.5420 0.47 0.66 0.13
S 3.2954 0.4713 -1.2704 0.64 0.13 -1.53
C 2.8845 2.0809 -2.0501 0.23 0.89 0.14
C 2.5152 2.0622 -3.4038 -0.14 -0.13 0.23
C 2.0157 3.2182 -4.0160 0.28 -0.06 0.27
C 2.0123 4.4291 -3.3169 -0.06 -0.14 0.09
C 2.5395 4.4836 -2.0249 0.07 0.04 -0.07
C 2.9890 3.3177 -1.3958 -0.14 -0.29 0.04
C 3.5141 0.8562 0.4436 -0.09 0.18 0.89
C 2.4145 1.2669 1.1904 0.02 -0.01 0.14
C 2.5685 1.6670 2.5168 0.09 -0.08 -0.17
C 3.8292 1.6225 3.1109 0.25 -0.12 -0.25
C 4.9502 1.1830 2.3859 -0.56 0.06 -0.14
C 4.7963 0.8175 1.0450 -0.36 -0.08 -0.53
H 2.0266 -0.7384 -2.5261 0.28 -0.04 0.60
H 2.6487 1.1490 -3.9824 -0.33 0.09 0.07
H 1.6494 3.1818 -5.0425 0.24 -0.03 0.25
H 1.6179 5.3330 -3.7895 0.20 -0.32 0.16
H 2.5975 5.4480 -1.5052 0.05 -0.48 -0.20
H 3.4474 3.3672 -0.4097 -0.28 0.05 -0.09
H 1.4451 1.2546 0.7011 0.13 0.03 0.27
H 1.7083 2.0184 3.0887 0.38 -0.19 -0.11
H 3.9406 1.9343 4.1465 0.03 -0.07 -0.17
H 5.9286 1.1286 2.8695 -0.34 0.05 -0.27
H 5.6560 0.5163 0.4479 -0.16 0.00 0.17
```
Forces are in eV/Å.

For the energy above the lowest of the compared OMol25 structures with the same formula, charge and spin, the calculation gives 0.4225 eV. The net charge is +2. For the HOMO energy (alpha / beta), the calculation gives -12.60 / -12.96 eV. Its spin multiplicity is 3.

Atomic partial charges in e from the Mulliken method, atoms 1 to 5: atom 1 (N): -0.56, atom 2 (C): -0.45, atom 3 (C): -0.48, atom 4 (C): 1.32, atom 5 (C): -0.12

Record 2
Below is a molecular structure, CsF8N4O16S8, with properties calculated with ωB97M-V/def2-TZVPD.

XYZ file:
```
37
Properties=species:S:1:pos:R:3:forces:R:3
Cs -0.4973 0.4174 1.2769 -0.03 -0.28 -0.22
N -3.2071 3.1226 -1.0741 -0.97 -2.12 -0.61
S -3.8024 3.0281 -2.5378 0.09 2.93 -2.72
O -5.1777 3.4171 -2.6544 -0.04 0.08 0.21
O -3.3633 1.9853 -3.3966 0.08 -0.80 0.14
F -3.0039 4.2837 -3.1511 -0.20 0.11 0.39
S -3.6923 1.6556 -0.5699 1.57 -0.17 2.52
O -2.9284 0.5345 -1.0039 -0.33 0.01 -0.45
O -5.0925 1.5311 -0.3416 -0.25 -0.11 -0.18
F -3.0687 1.8503 0.8928 -0.33 0.33 0.71
N 1.4637 -0.9239 3.0910 2.43 -2.94 -1.12
S 2.4345 -2.1023 2.3842 -1.83 -1.54 -2.75
O 2.6729 -3.3256 3.0905 0.40 0.73 1.23
O 3.4627 -1.5650 1.5685 0.30 0.29 0.30
F 1.3612 -2.6469 1.3558 -0.24 0.84 0.03
S 2.4149 -0.5410 4.2707 -1.84 4.25 3.12
O 3.6951 0.0277 4.0017 0.42 -1.12 -0.14
O 2.1625 -1.2393 5.4985 0.73 -0.60 -0.28
F 1.5756 0.8394 4.5717 -0.02 -0.12 0.06
N 1.0789 2.6036 -0.0587 3.11 -1.53 -2.33
S 1.9256 1.6710 -1.2433 -4.74 -1.68 -2.46
O 2.4885 0.4088 -0.8950 0.69 0.93 0.69
O 2.3784 2.4566 -2.3462 1.36 0.17 0.57
F 0.5304 1.1895 -1.8454 -0.49 -0.35 0.01
S 2.4112 3.3010 0.3877 -0.03 4.29 4.86
O 2.8988 4.4581 -0.3010 0.17 -0.56 -1.05
O 3.3563 2.4848 1.0800 0.39 -0.54 -0.67
F 1.7046 4.0954 1.6289 -0.23 -0.28 0.20
N -1.3827 -3.5360 -2.1667 2.14 -0.42 -0.02
S 0.1917 -3.9890 -2.3663 -0.88 0.07 -3.23
O 0.3908 -5.3847 -2.1946 0.28 -0.42 0.45
O 1.1943 -3.0445 -2.0389 0.03 0.08 0.80
F 0.1369 -3.8549 -3.9726 -0.12 -0.08 0.13
S -1.4558 -3.3775 -0.6290 -2.44 1.66 3.89
O -1.0234 -2.1306 -0.0507 0.50 -0.25 -0.77
O -1.1904 -4.5322 0.1781 0.21 -0.31 -0.53
F -3.0437 -3.1679 -0.4392 0.08 -0.53 -0.79
```
Forces are in eV/Å.

For the energy above the lowest of the compared OMol25 structures with the same formula, charge and spin, the calculation gives 1.9249 eV. The net charge is -3. For the HOMO energy, the calculation gives -2.96 eV. Its spin multiplicity is 1.

Atomic partial charges in e from the Mulliken method, atoms 1 to 5: atom 1 (Cs): 1.13, atom 2 (N): -0.30, atom 3 (S): 1.11, atom 4 (O): -0.64, atom 5 (O): -0.57

Record 3
Below is a single CHNO3S2 molecule, with properties calculated with ωB97M-V/def2-TZVPD.

XYZ file:
```
8
Properties=species:S:1:pos:R:3:forces:R:3
O 0.2854 2.4337 0.0430 0.03 0.77 2.45
N 0.1806 1.7839 -0.8901 -0.43 -1.13 0.62
O 0.2385 1.9600 -2.0215 -0.15 -0.81 -1.75
O 0.0143 0.1197 -0.6121 0.46 -0.92 -0.79
C -0.3064 -0.7157 0.4106 0.63 1.19 0.68
S -1.4790 -0.5164 1.5334 0.48 -0.08 -0.84
S 0.9789 -2.0419 0.4605 -2.52 -0.71 0.52
H 0.0877 -3.0231 1.0762 1.49 1.70 -0.89
```
Forces are in eV/Å.

As for the SMILES: O=[N+]([O-])OC(=S)S. For the energy above the lowest of the compared OMol25 structures with the same formula, charge and spin, the calculation gives 2.0856 eV. For the HOMO energy, the calculation gives -9.05 eV. Its spin multiplicity is 1.

Atomic partial charges in e from the Mulliken method, atoms 1 to 5: atom 1 (O): -0.37, atom 2 (N): 1.11, atom 3 (O): -0.39, atom 4 (O): -0.45, atom 5 (C): 0.32

Record 4
Below is a single C5H10N2 molecule, with properties calculated with ωB97M-V/def2-TZVPD.

XYZ file:
```
17
Properties=species:S:1:pos:R:3:forces:R:3
C 1.1396 0.5643 -1.5969 -0.01 -0.04 0.00
C 0.0011 1.3044 -0.9317 0.17 0.14 -0.05
N -1.3325 0.7056 -0.8603 -0.12 -0.26 -0.10
C -0.5461 0.8325 0.3661 0.12 0.02 0.18
C 0.1473 -0.3051 1.0685 0.12 0.16 0.02
C -0.5189 -1.3362 1.8936 -0.14 0.02 0.26
N 0.1164 -1.6974 0.6247 -0.02 -0.11 -0.21
H 1.0678 0.6404 -2.6874 0.00 0.01 0.14
H 1.1474 -0.4963 -1.3244 -0.01 0.17 -0.05
H 2.1047 0.9865 -1.2944 -0.14 -0.02 -0.05
H -0.0177 2.3757 -1.1314 -0.05 -0.17 0.03
H -1.3093 -0.2416 -1.2332 0.05 0.06 0.07
H -0.9511 1.5828 1.0459 0.08 -0.14 -0.08
H 1.1411 -0.0150 1.4101 -0.09 -0.02 -0.06
H 0.0067 -1.6957 2.7744 -0.15 -0.02 -0.10
H -1.6042 -1.3591 1.9671 0.16 0.10 -0.12
H -0.5922 -1.8458 -0.0907 0.03 0.10 0.11
```
Forces are in eV/Å.

As for the SMILES: C[C@H]1N[C@H]1[C@H]1CN1. For the energy above the lowest of the compared OMol25 structures with the same formula, charge and spin, the calculation gives 2.1255 eV. For the HOMO energy, the calculation gives -9.26 eV. Its spin multiplicity is 1.

Atomic partial charges in e from the Mulliken method, atoms 1 to 5: atom 1 (C): -1.29, atom 2 (C): 0.12, atom 3 (N): -0.67, atom 4 (C): -0.25, atom 5 (C): 0.01

Record 5
Below is a molecular structure, C4H16AsBBaF4N5O9P2, with properties calculated with ωB97M-V/def2-TZVPD.

XYZ file:
```
43
Properties=species:S:1:pos:R:3:forces:R:3
Ba -0.5758 -1.1252 1.0713 3.84 0.56 1.43
N 0.6927 2.4039 1.2993 -0.44 0.39 0.01
N 0.0604 3.5066 0.6869 0.11 -0.09 -0.27
C -0.2290 3.6053 -0.6287 0.53 -0.97 0.09
N -0.7234 4.8023 -1.0142 -0.08 -0.32 -0.67
N 0.1385 2.5332 -1.3473 -0.61 0.61 -0.45
N -0.2113 2.4268 -2.7049 0.17 0.26 0.62
O -1.0082 3.1754 -3.2722 -0.11 0.63 0.75
O 0.3196 1.5140 -3.2828 0.30 -0.32 0.05
H 1.2367 1.9267 0.5871 -0.02 0.01 -0.04
H -0.0636 1.7875 1.5819 0.12 -0.21 0.07
H -0.1008 4.2922 1.2908 0.14 0.01 -0.01
H -1.0347 5.4368 -0.2997 -0.14 -0.04 -0.11
H -1.1739 4.7974 -1.9180 -0.05 0.09 0.00
O -3.4456 -2.7216 -1.4433 -0.40 -0.48 -0.21
P -2.1647 -2.7054 -0.5485 -0.17 -0.03 -0.82
O -1.6241 -4.0225 -0.2014 -0.20 -0.16 0.30
O -1.1545 -1.6723 -1.0528 -1.62 -1.26 -1.77
O -2.7784 -1.9942 0.9479 -1.58 0.57 -1.86
P -3.3036 -0.3846 0.7982 -0.38 0.57 -0.17
O -4.2897 -0.2880 2.0321 -0.28 0.04 0.58
O -4.0365 -0.2270 -0.4792 -0.06 -0.23 -0.17
O -2.1191 0.5279 1.1252 -2.81 0.41 -0.18
H -3.8531 -1.8369 -1.4359 -0.14 0.48 0.05
H -5.1740 -0.5260 1.7408 -0.16 -0.08 0.02
C 3.6937 -0.5324 0.0370 0.45 0.05 0.18
As 1.8802 -0.9461 -0.4855 1.45 0.05 -1.43
C 2.0111 -2.8966 -0.2350 -0.23 0.12 -0.06
C 2.1936 -0.8701 -2.4118 -0.17 -0.12 -0.02
H 4.3972 -1.1443 -0.5292 0.06 0.03 0.03
H 3.8222 -0.7219 1.1018 0.02 0.01 0.03
H 3.8966 0.5212 -0.1527 0.03 0.02 -0.01
H 2.8363 -3.2706 -0.8393 0.04 -0.03 0.02
H 1.0812 -3.3727 -0.5527 0.01 -0.01 -0.02
H 2.1813 -3.1372 0.8144 0.03 0.04 0.03
H 2.9704 -1.5817 -2.6942 0.04 0.02 0.00
H 2.4845 0.1431 -2.6836 0.01 -0.02 0.03
H 1.2678 -1.1013 -2.9368 0.01 -0.01 0.03
F 1.3734 -1.5665 4.5481 -0.31 -0.06 -0.05
B 0.3685 -1.2727 3.6615 0.77 0.03 0.82
F 0.0430 -2.4878 2.8762 0.81 0.23 2.03
F -0.7860 -0.7491 4.2240 0.38 -0.41 -0.38
F 0.9008 -0.2454 2.7251 0.62 -0.36 1.52
```
Forces are in eV/Å.

For the energy above the lowest of the compared OMol25 structures with the same formula, charge and spin, the calculation gives 5.1556 eV. The net charge is -1. For the HOMO energy, the calculation gives -6.38 eV. Its spin multiplicity is 1.

Atomic partial charges in e from the Mulliken method, atoms 1 to 5: atom 1 (Ba): 2.01, atom 2 (N): -0.64, atom 3 (N): -0.03, atom 4 (C): 0.67, atom 5 (N): -0.39

Record 6
Below is a molecular structure, C12H30FN6O6Pt, with properties calculated with ωB97M-V/def2-TZVPD.

XYZ file:
```
56
Properties=species:S:1:pos:R:3:forces:R:3
Pt 0.7139 0.2375 2.5690 -0.24 0.43 -2.11
F -0.1116 -0.1192 0.6133 0.22 -0.21 0.03
O 2.5977 0.8961 1.4326 0.16 0.40 0.82
C 3.3059 0.3630 0.5652 -1.32 -0.21 0.35
N 2.7164 -0.3609 -0.4052 1.00 -0.28 0.13
C 4.7929 0.5049 0.5788 -0.25 -0.52 -0.70
H 1.7338 -0.5951 -0.3168 -0.01 0.16 0.10
H 3.3220 -0.9369 -0.9680 -0.27 -0.01 -0.24
H 5.1468 0.8718 1.5334 -0.01 0.21 -0.07
H 5.0723 1.1316 -0.2694 0.22 0.21 0.24
H 5.2081 -0.4844 0.3695 0.21 0.08 0.11
O 1.6662 -1.6896 2.4210 -0.15 -0.91 0.57
C 2.2724 -2.6795 1.9520 -0.38 1.96 -1.25
N 3.4534 -3.0008 2.4838 0.28 0.26 0.49
C 1.7543 -3.4005 0.7397 0.08 -1.10 1.19
H 3.6614 -2.4118 3.2816 0.33 -0.17 -0.06
H 4.2342 -3.2510 1.8970 -0.18 -0.56 0.09
H 2.5270 -3.8584 0.1218 0.16 0.60 -0.23
H 0.9793 -2.8385 0.2352 0.11 0.01 -0.15
H 1.3096 -4.3141 1.1575 -0.43 0.16 -0.05
O -0.3288 2.0853 2.5145 0.63 -0.29 2.01
C -0.6195 3.0159 1.7343 -0.04 0.55 -1.02
N -0.6847 2.7621 0.4414 0.26 0.35 1.38
C -1.0131 4.3947 2.1935 -0.94 0.26 0.46
H -0.5123 1.7805 0.2720 -0.31 0.00 -1.02
H -0.9855 3.4974 -0.1716 -0.07 -0.48 -0.57
H -1.3738 5.0372 1.3897 0.15 -0.32 -0.27
H -0.3263 5.0125 2.7687 0.54 -0.63 0.00
H -1.8842 4.2701 2.8445 0.06 -0.12 0.05
O -1.4415 1.5162 -2.7679 0.55 0.56 -0.08
C -0.2444 1.7893 -2.7599 -1.67 -1.15 -0.35
N 0.5643 1.2047 -1.8409 0.83 0.66 -0.73
C 0.4004 2.6886 -3.7798 0.74 0.37 0.99
H 0.1874 0.6302 -1.1052 0.00 -0.13 -0.01
H 1.5492 1.3721 -1.9495 0.01 -0.22 0.48
H 1.4683 2.7517 -3.5540 0.07 -0.08 -0.41
H 0.0395 3.7040 -3.6140 -0.31 -0.07 -0.32
H 0.2336 2.3556 -4.7974 -0.17 0.02 0.01
O -4.7111 1.7725 0.3679 0.01 -0.06 0.04
C -3.8440 0.9456 0.5792 -0.76 0.52 0.00
N -3.0152 0.4671 -0.3752 0.55 -0.59 0.69
C -3.5936 0.3733 1.9557 0.29 -1.14 0.72
H -2.2957 -0.1329 -0.0080 -0.01 -0.24 -0.53
H -3.1573 0.5306 -1.3669 -0.01 0.45 -0.03
H -2.9521 -0.5146 1.9215 0.41 0.31 -0.13
H -4.4699 -0.0754 2.4277 -0.47 0.54 -0.40
H -3.2020 1.0812 2.6856 0.06 0.23 -0.24
O -2.7304 -3.0982 -0.0252 0.32 0.62 -0.22
C -2.2833 -3.0408 -1.1639 -2.11 -2.41 1.27
N -1.1760 -2.3660 -1.4599 1.09 0.67 -0.45
C -2.9749 -3.8235 -2.2782 0.67 1.57 -1.75
H -0.7291 -2.4555 -2.3537 -0.10 0.27 -0.07
H -0.8093 -1.7485 -0.7531 0.13 0.02 0.03
H -4.0303 -3.5735 -2.3663 -0.08 -0.19 0.67
H -2.8263 -4.8928 -2.3901 0.13 -0.05 0.74
H -2.5838 -3.3809 -3.2072 0.00 -0.33 -0.14
```
Forces are in eV/Å.

The net charge is +1. For the HOMO energy (alpha / beta), the calculation gives -11.13 / -11.13 eV. Its spin multiplicity is 3.

Atomic partial charges in e from the Mulliken method, atoms 1 to 5: atom 1 (Pt): 1.50, atom 2 (F): -0.76, atom 3 (O): -0.75, atom 4 (C): 0.78, atom 5 (N): -0.09